Entry 1:
{"formula": "C44H47N2OSSi", "method": "the ωB97M-V functional and the def2-TZVPD basis", "symbols": ["C", "Si", "C", "C", "O", "C", "C", "C", "C", "C", "C", "C", "C", "C", "C", "C", "C", "C", "C", "C", "C", "C", "N", "C", "C", "C", "C", "C", "C", "C", "C", "C", "H", "H", "H", "H", "H", "H", "H", "H", "H", "H", "H", "H", "H", "H", "H", "H", "H", "H", "H", "H", "H", "H", "H", "H", "H", "H", "H", "H", "H", "H", "H", "H", "H", "H", "C", "N", "C", "C", "C", "C", "C", "C", "S", "C", "C", "C", "C", "C", "C", "C", "C", "H", "H", "H", "H", "H", "H", "H", "H", "H", "H", "H", "H", "H"], "positions_angstrom": [[4.38119, 2.34628, 1.38863], [4.14964, 0.70896, 2.23822], [5.56017, -0.47908, 2.01400], [3.73512, 0.99466, 4.02811], [2.90990, -0.03713, 1.40485], [1.52975, -0.27155, 1.58086], [1.33882, -1.45635, 2.56259], [2.37161, -2.38892, 2.67207], [2.29075, -3.44443, 3.58366], [1.14896, -3.58420, 4.37603], [0.07392, -2.70539, 4.21299], [0.16195, -1.64195, 3.30104], [0.85627, 1.05760, 1.94382], [0.39143, 1.31568, 3.23065], [-0.23880, 2.53585, 3.50527], [-0.27667, 3.54359, 2.54157], [0.34154, 3.33864, 1.30122], [0.92278, 2.10159, 1.01384], [1.07320, -0.75934, 0.14402], [1.76318, -2.04217, -0.34046], [0.78515, -3.18030, -0.08210], [-0.59146, -2.52460, 0.09128], [-0.34529, -1.09999, 0.11813], [-1.33068, -0.19487, 0.12710], [-2.66215, -0.53564, 0.34106], [-3.65962, 0.43033, 0.41225], [-4.93524, 0.20024, 1.04009], [-5.96020, 1.18873, 1.08508], [-7.20247, 0.91667, 1.65532], [-7.46292, -0.34193, 2.22340], [-6.44442, -1.30439, 2.26182], [-5.19939, -1.03120, 1.70167], [5.12697, 2.93593, 1.93952], [4.73513, 2.19654, 0.36074], [3.44401, 2.91557, 1.34517], [6.46882, -0.04907, 2.45607], [5.36392, -1.44656, 2.49404], [5.74111, -0.66652, 0.94731], [4.68071, 1.17488, 4.56541], [3.09559, 1.87808, 4.16374], [3.23534, 0.13530, 4.49528], [3.26852, -2.28834, 2.05252], [3.13453, -4.13587, 3.64909], [1.10201, -4.38421, 5.11605], [-0.84425, -2.82956, 4.79672], [-0.68005, -0.94899, 3.18859], [0.53693, 0.57344, 4.01673], [-0.70514, 2.66099, 4.48317], [-0.77234, 4.49261, 2.75688], [0.36578, 4.12994, 0.54729], [1.47857, 1.96699, 0.08066], [1.27503, 0.05312, -0.57677], [1.87474, -1.92545, -1.42814], [2.76339, -2.17686, 0.08185], [0.75943, -3.88486, -0.92188], [1.04717, -3.73465, 0.82305], [-1.25909, -2.80583, -0.73299], [-1.07875, -2.86082, 1.01964], [-1.04482, 0.85015, -0.02490], [-2.89598, -1.59406, 0.48128], [-3.46790, 1.41786, -0.01519], [-5.74637, 2.17484, 0.66364], [-7.98025, 1.68446, 1.66856], [-8.44353, -0.56727, 2.64272], [-6.61492, -2.27138, 2.73835], [-4.40108, -1.76973, 1.78553], [1.99400, 1.84622, -2.94063], [1.30177, 0.65714, -3.41609], [1.97985, -0.49720, -3.82868], [1.09563, -1.47820, -4.29232], [1.57267, -2.75179, -4.59987], [2.92498, -3.04370, -4.36553], [3.80274, -2.06125, -3.88335], [3.34305, -0.76020, -3.65109], [-0.56802, -0.90319, -4.27371], [-0.07475, 0.59859, -3.49393], [-0.95986, 1.54834, -2.99025], [-2.11609, 1.97459, -3.73963], [-2.21646, 1.68419, -5.12784], [-3.41595, 1.87014, -5.80800], [-4.52345, 2.42277, -5.14411], [-4.37221, 2.90107, -3.83226], [-3.16468, 2.73172, -3.15267], [1.45085, 2.74258, -3.26280], [2.08854, 1.84888, -1.84581], [3.00137, 1.85422, -3.36941], [0.87720, -3.48328, -5.00297], [3.30455, -4.04577, -4.56344], [4.85188, -2.30832, -3.69639], [4.00593, 0.03698, -3.31877], [-0.72250, 2.04399, -2.05041], [-1.32842, 1.33425, -5.66448], [-3.48006, 1.60223, -6.86349], [-5.48628, 2.49201, -5.65367], [-5.19807, 3.42421, -3.34676], [-3.00750, 3.16269, -2.15942]], "forces_ev_per_a": [[0.36, 0.08, -0.03], [-0.53, 0.01, -0.06], [0.24, 0.11, 0.00], [0.05, 0.03, 0.29], [-0.39, -0.35, -0.46], [0.46, -0.49, -0.27], [-0.24, 0.60, -0.13], [0.25, -0.15, 0.36], [-0.15, 0.30, -0.23], [0.01, -0.05, -0.05], [0.00, 0.16, -0.22], [0.11, -0.46, 0.10], [0.67, -0.26, 0.33], [-0.33, 0.33, -0.21], [0.14, -0.14, 0.00], [-0.11, -0.12, -0.06], [0.05, -0.21, 0.00], [-0.33, 0.33, 0.09], [0.63, 0.49, 0.07], [-0.02, 0.45, -0.79], [-0.07, -0.53, 0.24], [-0.27, -1.22, 0.20], [-1.60, 1.78, -0.10], [1.91, -0.61, -0.60], [-1.58, 0.22, -0.17], [0.95, -0.74, 0.11], [-1.25, -0.37, 0.61], [0.52, -0.29, -0.22], [0.04, -0.21, 0.12], [0.48, 0.22, -0.28], [0.15, 0.16, -0.09], [-0.12, 0.26, -0.18], [-0.13, 0.03, -0.25], [0.01, 0.10, 0.16], [0.22, -0.13, 0.14], [-0.06, -0.21, -0.14], [0.05, 0.25, 0.00], [0.02, 0.08, 0.20], [-0.31, -0.04, -0.03], [0.17, -0.20, -0.05], [0.16, 0.13, -0.08], [-0.40, 0.06, 0.42], [-0.38, 0.15, 0.13], [-0.07, 0.21, -0.23], [0.42, 0.01, -0.17], [0.34, -0.39, 0.05], [-0.28, 0.34, -0.26], [0.23, 0.21, -0.24], [0.18, -0.30, -0.06], [0.03, -0.19, 0.34], [-0.40, 0.03, 0.33], [-0.19, -0.26, 0.41], [0.18, -0.10, 0.23], [-0.37, 0.06, -0.10], [0.08, 0.14, 0.25], [-0.05, 0.06, -0.17], [0.08, 0.40, 0.06], [0.17, 0.19, -0.16], [-0.02, -0.39, 0.21], [0.03, 0.51, 0.26], [0.10, -0.09, 0.36], [-0.18, -0.31, 0.04], [0.32, -0.26, -0.05], [0.28, 0.11, -0.08], [0.02, 0.33, -0.13], [-0.37, 0.14, -0.02], [0.08, -0.15, -0.10], [-0.14, 0.10, 0.28], [-0.10, -0.23, 0.70], [0.50, -0.14, 0.07], [0.13, 0.30, 0.03], [-0.11, 0.15, 0.00], [-0.25, 0.15, -0.26], [-0.28, -0.19, -0.04], [0.38, -0.16, -0.23], [-0.24, 0.79, 0.35], [1.17, -0.39, -0.32], [-0.99, 0.15, -0.41], [-0.18, 0.09, 0.40], [-0.16, 0.25, 0.35], [0.23, -0.13, 0.12], [0.24, 0.01, -0.30], [0.14, -0.63, -0.31], [0.03, -0.25, 0.09], [0.01, 0.05, -0.24], [-0.26, 0.11, 0.08], [0.26, -0.07, 0.13], [-0.15, 0.26, 0.04], [-0.41, 0.12, -0.15], [-0.06, -0.36, 0.06], [0.39, 0.37, -0.38], [-0.47, 0.00, 0.21], [-0.04, 0.07, 0.29], [0.33, 0.13, 0.15], [0.23, -0.13, -0.15], [-0.19, -0.25, -0.18]], "charge": 1, "lumo_ev": -4.196, "relative_energy_kcal_mol": 3.9, "fmax_ev_per_a": 2.40, "orbital_gap_ev": 4.642, "mol_weight_g_mol": 680.0, "e_homo_ev": -8.8381}

***

Entry 2:
{"formula": "C36H60BrF6N2O10", "method": "the ωB97M-V functional and the def2-TZVPD basis", "symbols": ["C", "C", "C", "C", "C", "O", "C", "C", "O", "C", "C", "O", "C", "C", "C", "O", "Br", "C", "O", "C", "C", "C", "C", "N", "N", "C", "C", "C", "C", "C", "C", "C", "C", "C", "O", "C", "C", "H", "H", "H", "H", "H", "H", "H", "H", "H", "H", "H", "H", "H", "H", "H", "H", "H", "H", "H", "H", "H", "H", "H", "H", "H", "H", "H", "H", "H", "H", "H", "H", "H", "H", "H", "H", "H", "H", "H", "H", "H", "H", "H", "H", "H", "H", "H", "H", "H", "H", "C", "C", "O", "C", "O", "C", "F", "F", "F", "H", "H", "H", "H", "H", "C", "C", "O", "C", "O", "C", "F", "F", "F", "H", "H", "H", "H", "H"], "positions_angstrom": [[0.41730, -3.18546, 0.63970], [-0.14549, -1.99296, -0.04023], [-0.38119, -1.81008, -1.68730], [0.39518, -3.12941, -2.25441], [0.46511, -3.32034, -3.87709], [0.92496, -4.73075, -4.10765], [2.38704, -4.82969, -3.98311], [3.04964, -5.43744, -2.57863], [3.12196, -4.44531, -5.03870], [0.19586, -0.28173, -2.09063], [1.56580, -0.11900, -1.23184], [2.56625, 0.84476, -1.80433], [3.87373, 0.19144, -1.97891], [0.65537, 0.00575, -3.62690], [0.56879, 1.51427, -4.21131], [0.27918, 1.61749, -5.54188], [0.86935, 3.26637, -3.31413], [-1.19860, 0.52335, -1.62339], [-1.11579, 1.84772, -1.03330], [-0.68363, 1.96624, 0.32656], [0.71351, 2.86468, 0.53509], [1.42841, 2.45336, 1.98611], [3.08871, 2.34306, 1.85763], [-2.33282, -0.45013, -1.21603], [-2.91777, -0.32494, 0.01641], [-4.03113, 0.44854, 0.06283], [-5.32690, -0.18120, 0.91658], [-4.27129, 1.95451, -0.52869], [-2.06302, -1.86982, -1.78303], [-2.83170, -3.10328, -1.03486], [-4.47027, -2.98599, -0.95804], [-4.95444, -3.61212, 0.47553], [-6.56749, -3.35412, 0.66222], [-7.40976, -4.72663, 0.28699], [-2.20252, -1.62152, -3.20757], [-3.14109, -2.38852, -3.96580], [-4.57714, -1.54235, -4.12589], [1.41155, -3.74572, 0.38209], [-0.25088, -3.66039, 1.50692], [-0.50734, -1.13569, 0.67171], [-0.23573, -4.07400, -1.88190], [1.53205, -3.19088, -1.89178], [-0.54556, -3.22593, -4.44971], [1.27826, -2.64780, -4.41645], [2.22980, -5.56174, -1.72283], [3.56530, -6.47686, -2.75959], [3.84517, -4.61887, -2.23466], [2.15123, -1.15864, -1.31098], [1.44409, 0.24970, -0.11921], [4.60202, 0.99570, -2.46459], [4.34586, -0.06966, -0.91921], [3.86463, -0.72625, -2.71409], [-0.07791, -0.64091, -4.31578], [1.73527, -0.42004, -3.91042], [-1.62800, 0.82851, -2.70300], [-1.50896, 2.59857, 0.91623], [-0.52275, 1.00053, 0.95474], [0.39105, 4.00524, 0.67835], [1.44347, 2.79216, -0.37574], [1.11371, 3.21581, 2.84897], [1.08256, 1.39103, 2.37597], [3.43504, 3.06801, 1.00227], [3.50728, 2.61458, 2.91780], [3.31571, 1.21203, 1.64326], [-3.12648, -0.17898, -1.87310], [-5.72440, 0.69814, 1.58452], [-6.21565, -0.46859, 0.17421], [-5.02188, -1.06904, 1.61451], [-3.84639, 2.78732, 0.21385], [-3.66812, 2.08497, -1.52757], [-5.41398, 2.11120, -0.73580], [-2.48816, -3.36954, 0.04411], [-2.61404, -4.07432, -1.69599], [-4.87262, -1.91753, -1.20518], [-4.91743, -3.70433, -1.80115], [-4.66900, -4.77071, 0.47203], [-4.33634, -3.15452, 1.38259], [-6.79796, -2.96596, 1.74202], [-6.86317, -2.53507, -0.14834], [-6.65679, -5.60791, 0.04552], [-8.12005, -4.96065, 1.18826], [-8.02428, -4.54309, -0.71104], [-2.73036, -2.41109, -5.09096], [-3.30193, -3.51515, -3.70207], [-5.01818, -1.92268, -5.16855], [-5.37345, -1.83119, -3.32274], [-4.39887, -0.39348, -4.26496], [2.55078, 8.17458, -0.82282], [3.77307, 7.48369, -0.24569], [3.78084, 7.57856, 1.18783], [2.96707, 6.69901, 1.85346], [2.25432, 5.86878, 1.29443], [3.10405, 6.87452, 3.36366], [3.05256, 8.18254, 3.74885], [4.28931, 6.38794, 3.83222], [2.12647, 6.23586, 4.06660], [2.49414, 9.21079, -0.47413], [2.58400, 8.17061, -1.91667], [1.62724, 7.68136, -0.50364], [4.67765, 7.98629, -0.60269], [3.83776, 6.43772, -0.56604], [4.26411, 0.26050, 8.43716], [5.46992, 0.12847, 7.52449], [5.14709, -0.65857, 6.36675], [4.46209, -0.01154, 5.37124], [4.12116, 1.16750, 5.42979], [4.22416, -0.94394, 4.18620], [3.75957, -2.16966, 4.56525], [5.36609, -1.17452, 3.47628], [3.31525, -0.45517, 3.29590], [3.87181, -0.72681, 8.70146], [4.52990, 0.79311, 9.35549], [3.45094, 0.80402, 7.94583], [6.27089, -0.39766, 8.05360], [5.86626, 1.10698, 7.23070]], "forces_ev_per_a": [[-1.77, 2.13, -0.96], [1.17, -2.22, 1.40], [2.12, -1.27, 2.50], [-0.69, -0.39, -1.36], [0.77, 0.02, -0.44], [2.55, 1.11, 1.10], [2.72, 1.42, -4.88], [-0.54, 0.73, -0.13], [-4.57, -2.38, 7.10], [-0.03, -0.87, 1.37], [1.64, -0.05, 0.61], [-0.31, -2.08, -0.02], [1.38, 0.91, 0.08], [-1.10, -1.05, -1.03], [-1.66, -0.03, -7.91], [1.89, -0.78, 8.93], [-0.21, -1.90, -0.50], [1.67, 2.88, -4.70], [-0.41, -3.21, 0.31], [1.02, 1.84, 3.11], [-0.66, 0.53, 0.92], [0.30, -0.24, 0.15], [-1.48, -0.01, 0.43], [-1.40, 2.25, -2.61], [-4.64, 0.31, 2.00], [-0.07, -0.65, 1.34], [0.76, 1.60, 0.61], [0.30, -0.76, -0.95], [3.65, -0.44, -0.14], [-0.74, -0.81, -1.06], [0.14, -1.17, -0.44], [0.20, 0.32, 0.07], [0.40, -0.48, -0.94], [0.13, 0.56, -0.32], [-0.88, -1.54, 1.60], [-2.03, 0.42, -3.03], [-0.04, -1.43, -1.25], [-2.58, 0.67, -0.30], [2.25, 1.81, -1.11], [-0.38, -2.11, -1.42], [1.72, 2.05, -0.61], [-2.76, 0.24, -0.48], [1.86, -0.20, 1.28], [-1.85, -1.15, 1.24], [1.71, 0.31, -2.10], [-0.99, 2.24, 0.13], [-1.65, -1.96, -0.83], [-1.72, 2.02, 0.58], [-0.05, -1.12, -2.16], [-1.74, -1.63, 1.03], [-1.08, 0.24, -2.25], [-0.24, 1.56, 1.54], [1.51, 1.83, 1.31], [-2.29, 1.17, 1.07], [1.12, -0.62, 2.29], [1.56, -1.54, -1.32], [-0.50, 1.25, -1.63], [0.78, -2.51, -0.67], [-1.38, -0.12, 1.78], [0.75, -1.55, -2.11], [0.43, 2.04, -0.91], [-0.40, -1.51, 1.83], [-0.46, -0.48, -2.24], [-0.12, 2.43, 0.14], [1.52, -0.22, 0.47], [0.60, -1.74, -1.22], [2.27, 0.62, 1.41], [-0.51, 1.71, -1.68], [-0.97, -2.17, -1.39], [-1.16, -0.11, 1.85], [2.29, -0.25, 0.53], [-0.06, 1.13, -2.15], [-0.16, 2.23, 1.42], [0.76, -1.98, 0.86], [0.85, 1.66, 1.76], [-0.80, 2.48, -0.02], [-1.24, -0.74, -2.03], [0.35, -0.78, -2.15], [0.51, -1.60, 1.99], [-1.71, 1.75, 0.79], [1.33, 0.10, -2.00], [1.10, -0.45, 2.30], [-0.57, 0.12, 2.64], [0.40, 2.26, 0.08], [0.81, 0.89, 2.30], [1.60, 0.86, -1.38], [-0.22, -2.20, 0.55], [-0.32, 0.03, 0.17], [-0.10, 0.06, -0.85], [-0.87, -1.18, 1.53], [-0.31, -0.59, -3.16], [1.45, 1.68, 1.76], [0.13, 0.44, 2.77], [-0.02, -1.09, -0.80], [-0.91, 0.25, -0.88], [0.77, 0.42, -1.20], [0.14, -0.11, -0.13], [0.06, 0.00, 0.17], [0.17, -0.03, -0.11], [-0.08, -0.06, 0.44], [-0.13, 0.12, 0.27], [-0.36, -0.01, -0.12], [0.09, 0.47, 0.80], [-0.86, 0.39, -1.96], [0.52, 2.33, 2.45], [0.56, -2.85, -0.73], [-0.43, -1.67, -1.87], [0.39, 1.20, 0.04], [-0.76, 0.49, 0.85], [0.78, -0.12, 1.15], [0.19, 0.10, 0.05], [0.02, -0.10, -0.16], [0.21, 0.03, 0.08], [-0.16, -0.15, -0.40], [-0.22, -0.20, -0.15]], "charge": 1, "lumo_ev": -3.605, "fmax_ev_per_a": 9.17, "orbital_gap_ev": 7.729, "mol_weight_g_mol": 874.8, "e_homo_ev": -11.3340}